Formula: C15H39NO8
Source: OMol25
Level of theory: ωB97M-V/def2-TZVPD

Calculated values
gap between HOMO and LUMO: 7.74 eV
largest force on an atom: 3.6 eV Å⁻¹
energy above the lowest of the compared OMol25 structures with the same formula, charge and spin: 21.3 kcal/mol
HOMO: -0.2832 Eh
E_tot: -1251.4543 hartree
SMILES string: CC1(C)CCCC(C)(C)N1O.OCCO.OCCO.OCCO.O

Structure (ORCA input):
```
! wB97M-V def2-TZVPD RIJCOSX def2/J DEFGRID3
* xyz 0 1
O -3.645 -21.487 -7.969
H -3.146 -20.954 -8.588
H -3.515 -22.387 -8.268
C -3.676 -15.575 -16.664
C -4.473 -16.058 -15.471
C -5.988 -15.789 -15.758
C -6.552 -16.896 -16.643
C -6.368 -18.287 -15.956
C -4.908 -18.619 -15.635
N -4.204 -17.451 -15.093
O -2.896 -17.655 -14.795
C -5.007 -19.628 -14.474
C -4.182 -19.157 -16.940
C -4.006 -15.129 -14.324
H -2.733 -16.119 -16.618
H -3.449 -14.509 -16.651
H -4.127 -15.725 -17.645
H -6.566 -15.676 -14.841
H -6.137 -14.799 -16.190
H -6.064 -16.693 -17.596
H -7.587 -16.609 -16.827
H -6.838 -19.149 -16.429
H -6.883 -18.209 -14.998
H -5.742 -20.408 -14.673
H -4.068 -20.177 -14.407
H -5.260 -19.152 -13.526
H -3.989 -18.355 -17.653
H -3.244 -19.653 -16.688
H -4.779 -19.909 -17.456
H -2.959 -15.198 -14.026
H -4.542 -15.484 -13.444
H -4.348 -14.114 -14.522
H -2.961 -17.660 -13.837
C -3.618 -18.109 -11.595
C -3.552 -18.207 -10.065
O -2.506 -18.890 -9.482
O -2.450 -17.509 -12.109
H -4.474 -17.561 -11.990
H -3.686 -19.137 -11.949
H -4.517 -18.615 -9.764
H -3.492 -17.196 -9.664
H -1.688 -18.512 -9.811
H -1.868 -17.259 -11.387
C -5.658 -20.342 -5.586
C -6.273 -19.407 -6.590
O -6.597 -18.086 -6.119
O -4.234 -20.271 -5.615
H -5.889 -21.393 -5.757
H -6.090 -20.371 -4.585
H -7.270 -19.631 -6.969
H -5.661 -19.162 -7.457
H -5.802 -17.646 -5.810
H -3.920 -20.691 -6.419
C 0.135 -16.544 -9.362
C 0.967 -17.222 -8.323
O 2.300 -17.385 -8.739
O -0.265 -17.308 -10.502
H 0.764 -15.728 -9.718
H -0.805 -16.103 -9.028
H 0.541 -18.181 -8.029
H 0.910 -16.635 -7.407
H 2.336 -18.023 -9.456
H 0.457 -17.752 -10.953
*
```

=====

Formula: C15H40AsF6O15S5
Source: OMol25
Level of theory: ωB97M-V/def2-TZVPD

Calculated values
gap between HOMO and LUMO (alpha / beta): 9.21 / 2.18 eV
largest force on an atom: 5.0 eV Å⁻¹
energy above the lowest of the compared OMol25 structures with the same formula, charge and spin: 0.0 kcal/mol
HOMO (alpha / beta): -0.3934 / -0.3934 Eh
E_tot: -6549.7708 hartree

Structure (ORCA input):
```
! wB97M-V def2-TZVPD RIJCOSX def2/J DEFGRID3
* xyz 0 2
As -29.465 -28.281 4.900
F -28.959 -28.071 3.113
F -31.209 -28.118 4.352
F -29.945 -28.528 6.603
F -27.750 -28.398 5.457
F -29.348 -26.512 5.270
F -29.568 -30.056 4.673
O -34.911 -24.084 4.270
S -34.897 -25.212 5.133
O -35.695 -25.146 6.378
O -35.367 -26.617 4.331
C -35.811 -27.844 4.978
C -35.706 -28.976 3.937
C -33.114 -25.474 5.431
H -36.869 -27.624 5.124
H -35.281 -28.018 5.914
H -36.166 -28.544 3.048
H -36.188 -29.895 4.269
H -34.659 -29.254 3.822
H -32.927 -24.607 6.064
H -32.491 -25.471 4.536
H -32.923 -26.360 6.037
O -30.535 -35.501 3.899
S -31.134 -34.855 2.700
O -31.924 -35.603 1.717
O -32.027 -33.547 3.236
C -31.719 -32.858 4.407
C -32.618 -31.562 4.359
C -29.866 -33.973 1.708
H -30.647 -32.657 4.403
H -32.054 -33.247 5.368
H -32.343 -30.861 5.148
H -33.633 -31.896 4.575
H -32.557 -31.059 3.394
H -29.425 -34.782 1.126
H -29.136 -33.558 2.403
H -30.315 -33.186 1.102
O -24.700 -31.138 8.987
S -26.137 -30.815 9.094
O -27.141 -31.642 9.768
O -26.278 -29.280 9.678
C -25.443 -28.246 9.209
C -24.528 -27.880 10.397
C -26.800 -30.477 7.408
H -25.909 -27.285 8.991
H -24.867 -28.349 8.290
H -25.098 -27.632 11.292
H -23.870 -27.035 10.194
H -23.880 -28.730 10.613
H -26.639 -31.428 6.901
H -26.236 -29.641 6.994
H -27.824 -30.104 7.440
O -24.144 -24.374 3.778
S -24.506 -25.561 2.961
O -24.272 -25.439 1.522
O -23.927 -27.018 3.517
C -24.206 -27.288 4.935
C -23.780 -28.714 5.229
C -26.286 -26.024 3.125
H -25.272 -27.295 5.165
H -23.528 -26.662 5.515
H -24.360 -29.573 4.892
H -23.933 -28.833 6.301
H -22.735 -28.840 4.946
H -26.487 -27.095 3.101
H -26.831 -25.530 2.321
H -26.617 -25.741 4.125
O -32.678 -33.829 9.503
S -32.318 -32.769 8.525
O -33.163 -32.579 7.344
O -32.117 -31.256 9.183
C -31.820 -30.058 8.407
C -33.127 -29.384 7.765
C -30.688 -33.080 7.897
H -31.118 -30.222 7.590
H -31.306 -29.347 9.054
H -32.779 -28.462 7.299
H -33.841 -29.203 8.568
H -33.713 -29.943 7.035
H -30.599 -34.166 7.914
H -30.119 -32.813 8.787
H -30.446 -32.435 7.052
*
```